Entry 1:
Entry from the Open Molecules 2025 dataset: a structure of composition C45H34Cl2N13O4Tl (ωB97M-V with the def2-TZVPD basis set).

Each line ends with the Mulliken charge.
Cartesian coordinates (Å):
Tl (-1.207, -0.682, 0.747)  2.906
N (0.125, 1.581, 3.208)  0.166
C (-1.200, 1.718, 3.187)  0.022
N (-1.727, 2.620, 4.000)  -0.754
C (-3.052, 2.707, 4.026)  0.135
N (-3.620, 3.617, 4.803)  -0.313
N (-3.872, 1.904, 3.299)  -0.822
C (-3.282, 1.047, 2.516)  0.264
N (-1.950, 0.899, 2.384)  0.324
C (-4.194, 0.173, 1.719)  0.763
C (-5.564, 0.244, 1.922)  -0.771
C (-6.397, -0.578, 1.180)  -0.704
C (-5.834, -1.432, 0.246)  -1.096
C (-4.459, -1.433, 0.096)  -0.314
N (-3.655, -0.657, 0.823)  0.304
H (0.630, 2.268, 3.745)  0.329
H (0.610, 1.058, 2.486)  0.149
H (-3.046, 4.226, 5.362)  0.266
H (-4.620, 3.705, 4.836)  0.248
H (-5.948, 0.935, 2.656)  0.611
H (-7.468, -0.550, 1.329)  0.480
H (-6.445, -2.083, -0.362)  0.519
H (-3.981, -2.069, -0.635)  0.351
C (-1.351, -2.592, 6.270)  -0.518
C (-2.055, -3.606, 5.628)  -0.725
C (-2.114, -3.645, 4.249)  -0.570
C (-1.470, -2.652, 3.512)  -0.165
C (-0.764, -1.639, 4.149)  0.043
C (-0.696, -1.615, 5.531)  -0.894
N (-1.480, -2.642, 2.096)  1.446
N (-1.704, -3.700, 1.510)  -1.156
C (-1.689, -3.713, 0.093)  -0.067
C (-1.732, -4.956, -0.502)  -0.442
C (-1.722, -5.024, -1.891)  -0.690
C (-1.668, -3.849, -2.616)  -0.931
C (-1.632, -2.638, -1.936)  -0.405
N (-1.659, -2.579, -0.611)  0.378
H (-1.308, -2.566, 7.350)  0.441
H (-2.560, -4.365, 6.210)  0.424
H (-2.663, -4.416, 3.727)  0.480
H (-0.225, -0.911, 3.558)  0.507
H (-0.130, -0.841, 6.032)  0.471
H (-1.759, -5.841, 0.118)  0.600
H (-1.767, -5.981, -2.392)  0.451
H (-1.659, -3.860, -3.697)  0.538
H (-1.609, -1.698, -2.466)  0.620
O (-0.981, 3.223, -5.896)  -0.678
N (0.153, 2.947, -5.550)  1.110
O (1.171, 3.241, -6.144)  -0.573
C (0.349, 2.208, -4.339)  -1.472
C (1.536, 1.826, -3.919)  2.582
C (1.791, 0.680, -2.090)  -2.442
C (3.384, 0.254, -3.606)  -0.091
C (3.218, -1.178, -3.398)  -0.959
C (2.103, -1.792, -2.705)  -0.799
N (0.829, -1.322, -2.159)  -0.191
C (0.712, -0.013, -1.834)  1.779
C (-0.525, 0.906, -2.012)  -0.647
N (-1.490, 0.792, -1.106)  0.598
C (-2.626, 1.516, -1.200)  -0.296
C (-2.864, 2.364, -2.238)  -1.643
C (-1.908, 2.531, -3.235)  -0.890
C (-0.688, 1.880, -3.203)  0.393
H (3.276, 1.920, -3.868)  0.397
H (4.208, 0.370, -4.320)  0.407
H (3.934, -1.846, -3.854)  0.500
H (2.106, -2.874, -2.690)  0.497
H (-3.336, 1.400, -0.396)  0.330
H (-3.796, 2.911, -2.278)  0.510
H (-2.105, 3.182, -4.074)  0.588
Cl (1.366, 3.653, 0.937)  -0.169
C (2.359, 3.698, -0.488)  -0.116
C (2.373, 4.781, -1.332)  -0.399
C (3.172, 4.799, -2.506)  -0.872
C (3.827, 3.650, -2.866)  -1.450
C (3.300, 2.430, -2.246)  0.079
Cl (2.581, 1.363, -3.044)  1.850
C (3.192, 2.592, -0.783)  -0.288
N (3.446, 1.552, 0.004)  0.199
C (4.350, 0.490, -0.320)  0.963
C (5.447, 0.796, -1.125)  -0.558
C (6.354, -0.172, -1.496)  -0.681
C (6.169, -1.475, -1.062)  -1.045
C (5.095, -1.779, -0.253)  -0.917
C (4.164, -0.819, 0.153)  1.118
C (3.106, -1.312, 1.138)  -1.913
C (1.610, -1.089, 0.908)  1.112
O (1.088, 0.069, 1.090)  -0.607
O (0.894, -2.057, 0.620)  -0.510
H (1.761, 5.643, -1.100)  0.485
H (3.221, 5.704, -3.094)  0.485
H (4.194, 3.442, -3.868)  0.611
H (2.861, 1.433, 0.826)  -0.007
H (5.595, 1.820, -1.434)  0.490
H (7.206, 0.094, -2.105)  0.476
H (6.879, -2.244, -1.334)  0.438
H (4.970, -2.801, 0.084)  0.408
H (3.340, -0.884, 2.119)  0.385
H (3.200, -2.392, 1.199)  0.525

Calculated values
E_HOMO: -11.095 eV
largest force on an atom: 12.0 eV/Å
net charge: +2
gap between HOMO and LUMO: 4.811 eV
lowest unoccupied orbital energy: -6.28 eV



Entry 2:
Entry from the Open Molecules 2025 dataset: a structure of composition C2H2ClIO2S (ωB97M-V with the def2-TZVPD basis set).

Each line ends with the Mulliken charge.
Cartesian coordinates (Å):
C (1.812, -0.682, 2.290)  -0.559
C (1.900, 0.232, -0.121)  -0.117
O (1.805, -2.037, 1.493)  -0.212
O (4.124, -1.571, 0.564)  -0.410
S (2.736, -1.369, 0.539)  0.833
Cl (2.258, -2.696, -1.007)  -0.287
I (3.574, 1.498, -0.323)  0.145
H (2.865, -0.839, 2.604)  0.286
H (1.073, -1.000, 2.992)  0.321

Calculated values
E_HOMO (alpha / beta): -9.533 / -9.534 eV
largest force on an atom: 5.8 eV/Å
gap between HOMO and LUMO (alpha / beta): 7.741 / 7.742 eV
lowest unoccupied orbital energy (alpha / beta): -1.79 / -1.79 eV



Entry 3:
Entry from the Open Molecules 2025 dataset: a cluster of 2 separate species, C4H14NO in total (ωB97M-V with the def2-TZVPD basis set).

Each line ends with the Mulliken charge.
Cartesian coordinates (Å):
C (-0.687, -0.035, -0.920)  -0.993
C (-0.579, -0.003, 0.598)  1.037
C (-1.914, 0.509, 1.153)  -1.451
C (-0.171, -1.347, 1.172)  -1.560
N (0.666, -0.263, -1.529)  -0.124
H (-1.336, -0.845, -1.252)  0.433
H (-1.065, 0.931, -1.254)  0.348
H (0.188, 0.737, 0.842)  0.045
H (-2.746, 0.165, 0.526)  0.359
H (-2.065, 0.097, 2.142)  0.390
H (-1.963, 1.598, 1.249)  0.368
H (-0.663, -2.220, 0.742)  0.367
H (-0.353, -1.383, 2.241)  0.405
H (0.890, -1.573, 1.051)  0.405
H (0.680, -0.181, -2.555)  0.399
H (1.406, 0.352, -1.116)  0.203
H (0.963, -1.217, -1.280)  0.400
H (2.431, 1.931, -0.090)  0.350
H (3.446, 1.562, -1.201)  0.345
O (2.873, 1.187, -0.519)  -0.727

Calculated values
E_HOMO: -15.717 eV
largest force on an atom: 0.8 eV/Å
net charge: +1
gap between HOMO and LUMO: 12.360 eV
lowest unoccupied orbital energy: -3.36 eV



Entry 4:
Entry from the Open Molecules 2025 dataset: the molecule C23H27FN2O3 (ωB97M-V with the def2-TZVPD basis set).

Each line ends with the Mulliken charge.
Cartesian coordinates (Å):
C (-4.035, -2.482, 0.145)  -0.957
H (-5.028, -2.498, -0.301)  0.233
O (-3.164, -2.077, -0.885)  -0.392
C (-1.838, -2.016, -0.619)  0.658
C (-1.000, -1.722, -1.698)  -0.610
C (0.368, -1.686, -1.535)  -0.265
C (0.966, -1.919, -0.299)  0.868
C (0.109, -2.200, 0.754)  -0.199
C (-1.268, -2.253, 0.626)  -0.135
H (-1.855, -2.485, 1.499)  0.523
F (0.624, -2.456, 1.980)  -0.442
C (2.466, -1.875, -0.108)  -1.956
N (3.069, -0.585, 0.186)  0.080
C (2.697, 0.021, 1.453)  -1.267
C (1.462, 0.921, 1.374)  -0.062
N (1.681, 1.931, 0.354)  0.109
C (1.869, 1.295, -0.936)  -0.271
H (0.984, 0.703, -1.224)  -0.390
C (3.108, 0.384, -0.903)  -0.115
C (4.388, 1.231, -0.822)  -1.167
H (4.400, 1.919, -1.668)  0.407
H (4.379, 1.821, 0.094)  0.330
C (5.656, 0.374, -0.871)  -0.615
O (5.855, -0.391, 0.287)  -0.633
H (5.005, -0.819, 0.481)  0.469
H (5.615, -0.280, -1.758)  0.260
H (6.536, 1.017, -0.965)  0.454
H (3.140, -0.180, -1.843)  0.651
H (2.019, 2.075, -1.687)  0.736
C (0.640, 2.948, 0.338)  -1.650
C (-0.736, 2.415, 0.079)  1.170
C (-1.361, 2.081, -1.081)  -1.207
C (-2.644, 1.570, -0.717)  1.263
C (-3.753, 1.094, -1.412)  -0.514
C (-4.860, 0.712, -0.687)  -0.550
C (-4.879, 0.786, 0.707)  -0.579
C (-3.789, 1.244, 1.421)  -0.876
C (-2.679, 1.636, 0.690)  -0.107
O (-1.516, 2.141, 1.163)  -0.411
H (-3.795, 1.305, 2.497)  0.449
H (-5.768, 0.480, 1.238)  0.433
H (-5.735, 0.347, -1.203)  0.435
H (-3.741, 1.033, -2.490)  0.442
H (-0.975, 2.200, -2.073)  0.568
H (0.646, 3.441, 1.314)  0.415
H (0.901, 3.679, -0.432)  0.498
H (0.564, 0.318, 1.162)  -0.104
H (1.320, 1.419, 2.335)  0.602
H (3.541, 0.629, 1.791)  0.342
H (2.533, -0.770, 2.186)  0.575
H (2.732, -2.540, 0.721)  0.457
H (2.946, -2.257, -1.015)  0.493
H (0.996, -1.486, -2.391)  0.365
H (-1.451, -1.543, -2.660)  0.459
H (-3.783, -3.484, 0.507)  0.435
H (-4.027, -1.774, 0.978)  0.296

Calculated values
E_HOMO: -8.155 eV
SMILES: COc1ccc(CN2CCN(Cc3cc4ccccc4o3)C[C@H]2CCO)c(F)c1
largest force on an atom: 1.0 eV/Å
gap between HOMO and LUMO: 8.868 eV
lowest unoccupied orbital energy: 0.71 eV



Entry 5:
Entry from the Open Molecules 2025 dataset: a structure of composition C6H7NO2 (ωB97M-V with the def2-TZVPD basis set).

Each line ends with the Mulliken charge.
Cartesian coordinates (Å):
C (-1.465, -2.447, -0.949)  -0.565
C (-1.985, -1.298, -0.542)  -0.311
C (-1.298, -0.320, 0.662)  0.020
C (0.223, -0.302, 0.834)  -0.093
C (1.858, 0.524, -0.482)  0.177
C (-0.460, 0.860, 0.222)  -0.277
H (-1.822, -3.118, -1.904)  0.198
H (-0.569, -2.628, -0.590)  0.366
H (-3.066, -0.912, -1.202)  0.178
H (-1.911, -0.797, 1.769)  0.268
H (0.807, -0.239, 1.783)  0.279
H (2.772, 0.178, -1.065)  0.318
H (-0.642, 0.860, -0.804)  0.421
N (1.568, 1.749, -0.074)  -0.354
O (1.361, -0.580, 0.012)  -0.317
O (0.166, 2.119, 0.495)  -0.307

Calculated values
E_HOMO: -9.344 eV
largest force on an atom: 6.4 eV/Å
gap between HOMO and LUMO: 10.115 eV
lowest unoccupied orbital energy: 0.77 eV



Entry 6:
Entry from the Open Molecules 2025 dataset: a structure of composition C9H6MgN2O4 (ωB97M-V with the def2-TZVPD basis set).

Each line ends with the Mulliken charge.
Cartesian coordinates (Å):
Mg (0.006, -0.191, -1.614)  0.814
O (0.032, 3.021, -3.677)  -0.043
C (0.021, 2.024, -3.139)  0.103
C (1.736, -1.557, -1.253)  0.314
O (2.706, -2.097, -0.946)  -0.117
C (-1.751, -1.526, -1.268)  0.314
O (-2.733, -2.048, -0.969)  -0.117
C (0.002, -1.601, -3.463)  0.239
O (0.001, -2.194, -4.451)  -0.094
N (-0.022, -1.833, 1.308)  -0.309
C (-0.010, -0.465, 1.387)  0.999
C (-0.009, 0.167, 2.622)  -0.851
C (0.004, 1.554, 2.694)  -0.242
C (0.016, 2.312, 1.518)  -0.905
C (0.015, 1.657, 0.291)  0.231
N (0.002, 0.279, 0.266)  0.069
H (-0.023, -2.381, 0.465)  0.080
H (-0.030, -2.350, 2.164)  0.217
H (-0.018, -0.446, 3.516)  0.372
H (0.004, 2.054, 3.657)  0.442
H (0.026, 3.400, 1.542)  0.441
H (0.024, 2.222, -0.649)  0.041

Calculated values
E_HOMO: -16.042 eV
largest force on an atom: 5.7 eV/Å
net charge: +2
gap between HOMO and LUMO: 7.146 eV
lowest unoccupied orbital energy: -8.90 eV



Entry 7:
Entry from the Open Molecules 2025 dataset: the molecule C21H26N2O6 (ωB97M-V with the def2-TZVPD basis set).

Each line ends with the Mulliken charge.
Cartesian coordinates (Å):
C (-1.324, 2.486, -3.213)  -0.657
H (-0.766, 1.596, -3.523)  0.232
O (-2.217, 2.176, -2.161)  -0.529
C (-1.685, 1.626, -1.020)  0.161
C (-2.216, 0.410, -0.613)  -0.028
C (-1.789, -0.179, 0.566)  -0.402
C (-0.825, 0.462, 1.335)  -0.349
C (-0.268, 1.667, 0.941)  1.400
C (-0.709, 2.277, -0.248)  0.047
O (-0.233, 3.466, -0.739)  -0.407
C (0.145, 4.489, 0.159)  -0.857
H (-0.574, 4.588, 0.975)  0.289
H (0.148, 5.404, -0.434)  0.317
H (1.140, 4.316, 0.572)  0.182
O (0.711, 2.303, 1.657)  -0.256
C (1.022, 1.809, 2.941)  -1.025
H (1.732, 2.521, 3.361)  0.237
H (0.134, 1.764, 3.577)  0.452
H (1.486, 0.820, 2.886)  0.303
H (-0.507, -0.033, 2.238)  0.555
C (-2.222, -1.521, 1.046)  -0.189
O (-2.086, -1.870, 2.203)  -0.687
N (-2.756, -2.340, 0.095)  -0.194
H (-2.678, -2.042, -0.867)  0.350
C (-2.742, -3.766, 0.302)  -0.853
H (-2.691, -3.925, 1.383)  0.409
H (-3.651, -4.220, -0.099)  0.373
C (-1.511, -4.390, -0.381)  -0.434
H (-1.390, -5.433, -0.083)  0.354
H (-1.602, -4.315, -1.471)  0.343
O (-0.334, -3.712, 0.034)  -0.350
C (0.026, -2.631, -0.678)  0.459
O (-0.512, -2.316, -1.718)  -0.659
C (1.126, -1.871, -0.054)  -0.242
C (1.554, -0.722, -0.707)  -0.101
C (2.558, 0.089, -0.166)  0.919
N (3.023, 1.202, -0.815)  0.158
C (2.470, 1.592, -2.089)  -1.344
H (2.415, 0.728, -2.750)  0.391
H (3.130, 2.324, -2.551)  0.414
H (1.471, 2.032, -1.994)  0.512
C (3.736, 2.214, -0.069)  -1.125
H (3.204, 2.477, 0.851)  0.245
H (4.743, 1.873, 0.189)  0.368
H (3.828, 3.110, -0.677)  0.352
C (3.101, -0.306, 1.069)  -0.418
C (2.665, -1.449, 1.713)  -1.089
C (1.677, -2.247, 1.167)  -0.540
H (1.327, -3.131, 1.673)  0.532
H (3.108, -1.718, 2.662)  0.380
H (3.879, 0.280, 1.530)  0.450
H (1.062, -0.473, -1.632)  0.438
H (-2.987, -0.022, -1.231)  0.590
H (-1.952, 2.823, -4.036)  0.309
H (-0.625, 3.278, -2.938)  0.211

Calculated values
E_HOMO: -7.713 eV
SMILES: COc1cc(C(=O)NCCOC(=O)c2cccc(N(C)C)c2)cc(OC)c1OC
largest force on an atom: 0.7 eV/Å
gap between HOMO and LUMO: 8.232 eV
lowest unoccupied orbital energy: 0.52 eV